{"formula": "C34H37ClN6O6PbSSe", "method": "the ωB97M-V functional and the def2-TZVPD basis", "max_force_ev_per_a": 0.39, "gap_ev": 6.5, "relative_energy_kj_mol": 52.4, "elements": ["Pb", "N", "N", "C", "O", "O", "H", "H", "H", "C", "C", "C", "C", "Cl", "C", "C", "C", "O", "C", "C", "O", "O", "H", "H", "H", "H", "H", "H", "H", "H", "Se", "N", "C", "C", "C", "C", "N", "C", "N", "H", "H", "H", "O", "S", "C", "C", "C", "C", "C", "C", "C", "C", "C", "C", "C", "C", "C", "C", "H", "H", "H", "H", "H", "H", "H", "H", "H", "H", "H", "H", "H", "H", "C", "C", "C", "C", "C", "N", "H", "H", "H", "H", "H", "H", "H", "H", "H"], "xyz": [[1.010, 0.037, -1.172], [1.730, 0.595, 1.360], [2.981, -0.034, 1.524], [3.824, -0.164, 0.372], [5.006, -0.321, 0.596], [3.240, -0.141, -0.768], [1.762, 1.613, 1.437], [1.070, 0.242, 2.043], [3.521, 0.269, 2.325], [3.723, 3.521, -0.580], [3.308, 4.070, -1.915], [3.079, 5.419, -2.108], [2.722, 5.902, -3.360], [2.402, 7.605, -3.556], [2.592, 5.049, -4.435], [2.816, 3.686, -4.261], [3.172, 3.198, -3.010], [3.424, 1.897, -2.734], [3.425, 0.954, -3.802], [2.026, 0.658, -4.378], [1.878, 0.649, -5.587], [1.109, 0.430, -3.505], [3.558, 4.255, 0.209], [4.781, 3.251, -0.588], [3.179, 2.605, -0.353], [3.177, 6.108, -1.278], [2.316, 5.434, -5.406], [2.698, 3.019, -5.103], [3.814, 0.042, -3.348], [4.089, 1.282, -4.604], [0.314, 4.958, 1.853], [-0.313, 5.841, 0.460], [-0.300, 5.003, -0.558], [-0.721, 5.313, -1.887], [-0.618, 4.330, -2.810], [-0.104, 3.043, -2.445], [0.273, 2.703, -1.245], [0.188, 3.670, -0.279], [0.563, 3.449, 0.966], [-1.083, 6.304, -2.120], [-0.893, 4.497, -3.841], [-0.017, 2.267, -3.200], [0.974, -2.562, -0.736], [0.558, -3.534, 0.325], [-1.270, -3.426, 0.258], [-1.993, -3.864, 1.490], [-2.628, -2.923, 2.296], [-3.293, -3.315, 3.448], [-3.319, -4.653, 3.812], [-2.691, -5.598, 3.012], [-2.038, -5.207, 1.855], [0.872, -2.699, 1.919], [1.140, -3.694, 3.013], [2.244, -4.539, 2.926], [2.500, -5.463, 3.924], [1.655, -5.554, 5.023], [0.559, -4.712, 5.118], [0.301, -3.788, 4.115], [-1.523, -4.042, -0.606], [-1.458, -2.378, 0.014], [-2.607, -1.877, 2.008], [-3.788, -2.576, 4.064], [-3.831, -4.960, 4.714], [-2.713, -6.643, 3.291], [-1.550, -5.946, 1.232], [0.026, -2.053, 2.155], [1.753, -2.086, 1.702], [2.909, -4.463, 2.075], [3.363, -6.110, 3.848], [1.855, -6.275, 5.804], [-0.104, -4.774, 5.971], [-0.564, -3.142, 4.191], [-4.886, -1.437, -0.898], [-4.487, 0.032, -0.708], [-5.245, 0.646, 0.474], [-4.739, 0.834, -1.990], [-3.047, 0.077, -0.408], [-1.924, 0.113, -0.175], [-5.963, -1.496, -1.054], [-4.633, -2.030, -0.018], [-4.386, -1.869, -1.764], [-6.314, 0.617, 0.263], [-4.952, 1.683, 0.633], [-5.059, 0.087, 1.391], [-5.807, 0.833, -2.206], [-4.212, 0.395, -2.836], [-4.409, 1.866, -1.876]], "atomic_forces_ev_per_a": [[0.2, -0.2, -0.3], [0.0, 0.3, 0.0], [0.0, 0.0, 0.1], [-0.1, -0.1, 0.1], [0.3, 0.0, 0.0], [-0.3, 0.0, -0.1], [0.0, -0.2, 0.0], [0.0, 0.0, 0.0], [0.0, 0.0, -0.1], [0.0, 0.0, 0.0], [0.0, -0.1, 0.0], [-0.1, 0.0, 0.0], [-0.1, 0.0, 0.0], [0.0, 0.0, 0.0], [0.0, 0.0, 0.0], [0.0, 0.0, 0.1], [0.1, 0.0, -0.1], [-0.2, 0.0, 0.0], [0.0, 0.0, -0.1], [0.2, 0.1, 0.1], [0.0, 0.0, -0.2], [-0.1, 0.0, 0.3], [0.0, 0.0, 0.0], [0.0, 0.0, 0.0], [0.0, 0.0, 0.0], [0.0, 0.0, 0.0], [0.0, 0.0, 0.0], [0.0, -0.1, 0.0], [0.0, 0.0, 0.0], [0.0, 0.0, 0.0], [0.0, 0.0, 0.0], [-0.1, 0.1, -0.2], [0.0, 0.0, 0.2], [0.1, -0.1, -0.1], [0.0, 0.2, 0.0], [0.0, -0.2, 0.2], [0.0, 0.1, -0.1], [0.1, 0.1, 0.1], [0.0, -0.1, -0.1], [0.0, 0.0, 0.0], [0.0, 0.0, 0.0], [0.0, 0.0, -0.1], [0.1, 0.0, -0.2], [-0.2, 0.1, 0.1], [0.1, 0.0, 0.0], [0.0, 0.0, 0.0], [0.0, 0.0, 0.0], [0.0, 0.0, 0.0], [0.0, 0.0, 0.0], [0.0, 0.0, 0.0], [0.0, 0.0, 0.0], [0.0, -0.1, 0.0], [0.0, 0.0, 0.0], [0.0, 0.1, 0.0], [0.0, 0.0, 0.0], [0.0, 0.0, 0.0], [0.0, 0.0, 0.0], [0.0, 0.0, 0.0], [0.0, 0.0, 0.0], [0.0, 0.0, 0.0], [0.0, 0.0, 0.0], [0.0, 0.0, 0.0], [0.0, 0.0, 0.0], [0.0, 0.0, 0.0], [0.0, 0.0, 0.0], [0.0, 0.1, 0.0], [0.0, 0.0, 0.0], [0.0, 0.0, 0.0], [0.0, 0.0, 0.0], [0.0, 0.0, 0.0], [0.0, 0.0, 0.0], [0.0, 0.0, 0.0], [0.0, 0.0, 0.0], [0.0, 0.0, 0.0], [0.0, 0.0, 0.0], [0.0, 0.0, 0.0], [-0.1, 0.1, -0.1], [0.1, 0.0, 0.2], [0.0, 0.0, 0.0], [0.0, 0.0, 0.0], [0.0, 0.0, 0.0], [0.0, 0.0, 0.0], [0.0, 0.0, 0.0], [0.0, 0.0, 0.0], [0.0, 0.0, 0.0], [0.0, 0.0, 0.0], [0.0, 0.0, 0.0]], "mulliken_charge": [1.80, -0.47, -0.27, 0.54, -0.75, -0.63, 0.26, 0.23, 0.21, -1.02, 0.76, -0.76, 0.15, -0.26, -0.90, -0.62, 0.95, -0.37, -0.83, 0.45, -0.71, -0.68, 0.37, 0.47, -0.19, 0.42, 0.49, 0.48, 0.44, 0.43, 0.21, -0.86, 0.89, -0.53, -1.12, -0.45, 0.70, -0.08, -0.43, 0.51, 0.57, 0.65, -0.58, 0.17, -0.50, 0.67, -0.04, -0.82, -0.51, -0.68, -0.24, -0.43, 0.29, -0.32, -0.71, -0.46, -0.74, -0.10, 0.69, -0.62, 0.44, 0.43, 0.42, 0.44, 0.44, 0.33, 0.22, 0.45, 0.40, 0.40, 0.40, 0.45, -1.50, 2.37, -1.64, -1.76, -0.51, -0.38, 0.44, 0.25, 0.38, 0.43, 0.40, 0.35, 0.43, 0.38, 0.39]}

{"formula": "C34H38As2BrN7O4V", "method": "the ωB97M-V functional and the def2-TZVPD basis", "max_force_ev_per_a": 0.96, "gap_ev": [7.4, 7.0], "multiplicity": 2, "relative_energy_kj_mol": 0.0, "elements": ["V", "O", "C", "C", "C", "C", "C", "C", "C", "O", "N", "N", "C", "C", "Br", "C", "C", "C", "C", "C", "C", "C", "H", "H", "H", "H", "H", "H", "H", "H", "H", "H", "H", "H", "H", "H", "C", "As", "C", "C", "C", "C", "C", "C", "C", "As", "C", "C", "H", "H", "H", "H", "H", "H", "H", "H", "H", "H", "H", "H", "H", "H", "H", "H", "O", "N", "C", "C", "N", "C", "N", "N", "C", "N", "C", "C", "O", "C", "C", "H", "H", "H", "H", "H", "H", "H", "H"], "xyz": [[0.467, 0.648, 0.484], [-2.959, 3.126, 3.753], [-2.276, 4.124, 3.120], [-2.566, 5.434, 3.480], [-1.894, 6.478, 2.867], [-0.927, 6.228, 1.901], [-0.647, 4.920, 1.539], [-1.325, 3.864, 2.133], [-1.090, 2.441, 1.701], [-0.230, 2.316, 0.609], [-0.568, 1.663, 2.833], [0.271, 0.655, 2.354], [0.922, 0.000, 3.400], [1.761, -1.001, 3.262], [2.858, 1.080, 0.629], [2.551, -2.033, 3.160], [2.097, -3.435, 3.288], [3.050, -4.443, 3.414], [2.665, -5.769, 3.556], [1.319, -6.103, 3.571], [0.359, -5.104, 3.440], [0.743, -3.781, 3.294], [-2.519, 2.276, 3.608], [-3.314, 5.611, 4.241], [-2.125, 7.497, 3.151], [-0.399, 7.047, 1.430], [0.086, 4.694, 0.775], [-2.049, 1.986, 1.407], [-0.056, 2.259, 3.484], [0.749, 0.409, 4.392], [3.613, -1.877, 2.994], [4.103, -4.182, 3.415], [3.418, -6.540, 3.662], [1.016, -7.135, 3.685], [-0.692, -5.357, 3.436], [-0.007, -3.008, 3.172], [-3.199, 3.895, -0.955], [-2.447, 2.294, -1.803], [-3.797, 2.126, -3.222], [-1.045, 3.171, -2.873], [-1.282, 4.394, -3.493], [-0.296, 5.037, -4.226], [0.955, 4.454, -4.350], [1.206, 3.230, -3.748], [0.216, 2.581, -3.014], [0.623, 0.888, -2.143], [-0.410, -0.403, -3.172], [2.397, 0.491, -2.830], [-3.605, 4.593, -1.685], [-2.430, 4.391, -0.363], [-4.002, 3.580, -0.288], [-3.809, 3.003, -3.869], [-4.773, 2.015, -2.748], [-3.605, 1.235, -3.817], [-2.255, 4.863, -3.400], [-0.503, 5.991, -4.693], [1.736, 4.948, -4.914], [2.188, 2.790, -3.853], [-0.117, -0.373, -4.221], [-1.473, -0.195, -3.072], [-0.229, -1.396, -2.760], [2.405, 0.455, -3.919], [2.692, -0.475, -2.421], [3.108, 1.227, -2.459], [-1.299, -0.200, 0.162], [-1.668, -1.188, 0.929], [-2.635, -1.892, 0.425], [-3.150, -2.977, 1.206], [-3.567, -3.859, 1.813], [-3.183, -1.621, -0.877], [-3.610, -1.395, -1.919], [1.053, -1.425, 0.059], [1.306, -2.454, -0.400], [1.558, -3.612, -0.952], [2.220, -3.705, -2.256], [3.374, -4.687, -2.141], [2.922, -5.931, -1.643], [2.385, -5.799, -0.336], [1.173, -4.888, -0.337], [2.570, -2.718, -2.554], [1.497, -4.062, -2.995], [4.146, -4.273, -1.480], [3.811, -4.875, -3.121], [3.148, -5.400, 0.345], [2.106, -6.797, -0.004], [0.813, -4.707, 0.672], [0.369, -5.333, -0.930]], "atomic_forces_ev_per_a": [[-0.2, -0.2, 0.9], [0.0, 0.0, 0.0], [0.0, 0.0, 0.0], [0.0, 0.0, 0.0], [0.0, 0.0, 0.0], [0.0, 0.0, 0.0], [0.0, 0.0, 0.0], [0.0, 0.0, 0.0], [0.0, -0.1, 0.1], [0.0, 0.0, -0.1], [-0.1, 0.2, 0.1], [0.0, -0.2, -0.2], [0.2, -0.1, 0.0], [-0.1, 0.2, -0.2], [0.2, 0.1, -0.1], [-0.2, 0.0, 0.1], [0.0, 0.0, -0.1], [0.0, 0.0, 0.0], [0.0, 0.0, 0.0], [0.0, 0.0, 0.0], [0.1, 0.0, -0.1], [0.0, 0.0, 0.0], [0.0, 0.0, 0.0], [0.0, 0.0, 0.0], [0.0, 0.0, 0.0], [0.0, 0.0, 0.0], [0.0, 0.0, 0.0], [0.0, 0.0, 0.0], [0.1, 0.0, -0.1], [0.0, 0.0, 0.0], [0.0, 0.1, 0.0], [0.0, 0.0, 0.0], [0.0, 0.0, 0.0], [0.0, 0.0, 0.0], [-0.1, 0.0, 0.0], [0.0, 0.0, 0.0], [0.0, 0.0, 0.0], [-0.1, 0.0, 0.0], [0.0, 0.0, 0.0], [0.0, 0.0, 0.0], [0.0, 0.0, 0.0], [0.0, 0.0, 0.0], [0.0, 0.0, 0.0], [0.0, 0.0, 0.0], [0.0, 0.0, 0.0], [0.0, 0.0, -0.2], [0.0, 0.0, 0.0], [0.0, 0.0, 0.0], [0.0, 0.0, 0.0], [0.0, 0.0, 0.0], [0.0, 0.0, 0.0], [0.0, 0.0, 0.0], [0.0, 0.0, 0.0], [0.0, 0.0, 0.0], [0.0, 0.0, 0.0], [0.0, 0.0, 0.0], [0.0, 0.0, 0.0], [0.0, 0.0, 0.0], [0.0, 0.0, 0.0], [0.0, 0.0, 0.0], [0.0, 0.0, 0.0], [0.0, 0.0, 0.0], [0.0, 0.0, 0.0], [0.0, 0.0, 0.0], [0.2, 0.0, -0.2], [-0.1, 0.1, -0.1], [0.0, 0.0, 0.1], [0.0, 0.0, 0.0], [0.0, 0.0, 0.0], [-0.1, 0.1, 0.0], [0.0, 0.0, 0.0], [0.2, 0.1, 0.0], [-0.3, -0.1, 0.0], [0.1, 0.0, 0.0], [0.0, 0.0, 0.0], [0.0, 0.0, 0.0], [0.0, 0.0, 0.0], [0.1, 0.0, 0.1], [0.0, 0.0, -0.1], [0.0, 0.0, 0.0], [0.0, 0.0, 0.0], [0.0, 0.0, 0.0], [0.0, 0.0, 0.0], [0.0, 0.0, 0.0], [0.0, 0.0, 0.0], [0.0, 0.0, 0.1], [0.0, 0.0, 0.0]], "mulliken_charge": [0.24, -0.71, 0.39, -0.64, -0.43, -0.89, -0.34, 0.44, 0.58, -0.84, -0.52, 0.63, -0.30, -0.46, -0.54, -1.03, 1.34, -0.54, -0.55, -0.50, -0.55, -0.39, 0.36, 0.46, 0.38, 0.43, 0.42, 0.06, 0.39, 0.36, 0.28, 0.38, 0.40, 0.41, 0.43, 0.29, -1.37, 0.73, -1.24, -0.06, -0.41, -0.89, -0.72, -0.55, 0.19, 1.36, -0.47, -1.41, 0.53, 0.27, 0.45, 0.42, 0.42, 0.30, 0.24, 0.39, 0.39, 0.37, 0.42, -0.03, 0.05, 0.46, 0.14, 0.43, 0.76, -0.68, 0.90, -0.07, -0.53, -0.02, -0.49, -0.11, 0.06, 0.21, -0.12, -0.74, -0.41, -0.54, -0.34, 0.11, 0.28, 0.34, 0.37, 0.36, 0.34, 0.17, 0.28]}

{"formula": "C34H38BN6Se2Y", "method": "the ωB97M-V functional and the def2-TZVPD basis", "max_force_ev_per_a": 0.33, "gap_ev": 8.5, "charge": 2, "elements": ["Y", "C", "C", "C", "C", "N", "N", "B", "N", "N", "C", "C", "C", "C", "C", "C", "C", "C", "C", "C", "N", "N", "C", "C", "C", "C", "C", "C", "C", "C", "C", "C", "C", "C", "C", "C", "C", "C", "H", "H", "H", "H", "H", "H", "H", "H", "H", "H", "H", "H", "H", "H", "H", "H", "H", "H", "H", "H", "H", "H", "H", "H", "H", "H", "H", "H", "C", "Se", "C", "C", "Se", "C", "H", "H", "H", "H", "H", "H", "H", "H", "H", "H"], "xyz": [[0.342, -0.168, 0.035], [-2.513, 0.035, 4.985], [-1.289, 0.014, 4.136], [0.043, 0.087, 4.529], [0.778, 0.001, 3.353], [-0.055, -0.109, 2.311], [-1.320, -0.108, 2.797], [-2.512, -0.137, 1.812], [-2.442, -1.420, 0.940], [-1.322, -1.726, 0.232], [-1.543, -2.891, -0.400], [-2.829, -3.330, -0.113], [-3.368, -2.376, 0.745], [-4.715, -2.362, 1.383], [-0.454, -3.485, -1.183], [-0.702, -4.176, -2.366], [0.351, -4.711, -3.092], [1.662, -4.560, -2.650], [1.919, -3.876, -1.471], [0.864, -3.342, -0.740], [-2.416, 1.131, 0.905], [-1.336, 1.403, 0.109], [-1.558, 2.602, -0.457], [-2.784, 3.098, -0.034], [-3.297, 2.142, 0.832], [-4.584, 2.183, 1.584], [-0.598, 3.225, -1.382], [-1.075, 4.104, -2.352], [-0.211, 4.718, -3.245], [1.153, 4.465, -3.181], [1.642, 3.597, -2.215], [0.774, 2.980, -1.322], [2.224, -0.079, 3.095], [3.136, 0.780, 3.701], [4.494, 0.635, 3.457], [4.956, -0.367, 2.609], [4.056, -1.225, 1.996], [2.694, -1.079, 2.236], [-2.231, 0.123, 6.031], [-3.157, 0.877, 4.730], [-3.094, -0.878, 4.861], [0.415, 0.154, 5.537], [-3.539, -0.116, 2.408], [-3.303, -4.240, -0.438], [-5.283, -3.227, 1.052], [-4.638, -2.395, 2.469], [-5.268, -1.461, 1.116], [-1.719, -4.284, -2.718], [0.151, -5.254, -4.005], [2.477, -4.996, -3.211], [2.933, -3.794, -1.102], [1.052, -2.935, 0.252], [-3.237, 4.040, -0.287], [-5.118, 3.096, 1.336], [-5.218, 1.334, 1.333], [-4.414, 2.165, 2.660], [-2.137, 4.299, -2.417], [-0.601, 5.399, -3.988], [1.831, 4.955, -3.865], [2.709, 3.437, -2.143], [1.211, 2.367, -0.531], [2.780, 1.553, 4.369], [5.199, 1.296, 3.942], [6.019, -0.490, 2.446], [4.413, -2.032, 1.369], [1.997, -1.834, 1.879], [-0.547, 1.044, -3.934], [-0.115, -0.597, -2.988], [1.693, -0.844, -3.695], [2.733, 0.075, -3.087], [3.073, -0.406, -1.217], [4.113, 1.149, -0.682], [-0.606, 0.811, -4.994], [0.190, 1.816, -3.738], [-1.522, 1.364, -3.574], [1.619, -0.679, -4.770], [1.929, -1.896, -3.533], [2.428, 1.120, -3.118], [3.686, -0.034, -3.605], [5.020, 1.174, -1.280], [4.368, 1.010, 0.365], [3.541, 2.061, -0.814]], "atomic_forces_ev_per_a": [[0.1, -0.2, -0.2], [0.0, 0.0, 0.0], [0.0, 0.0, 0.0], [0.0, 0.1, -0.1], [0.0, -0.1, 0.1], [0.1, -0.1, -0.2], [-0.1, 0.0, 0.1], [0.0, 0.0, 0.0], [-0.1, 0.0, 0.0], [0.2, 0.1, 0.0], [-0.1, 0.1, 0.2], [0.0, 0.0, 0.0], [0.0, 0.0, 0.0], [0.0, 0.0, 0.0], [0.0, 0.0, 0.0], [0.0, 0.0, 0.0], [0.0, 0.0, 0.0], [0.0, 0.0, 0.0], [0.0, 0.0, 0.0], [0.0, 0.0, 0.0], [-0.2, 0.0, 0.1], [0.0, -0.1, 0.0], [0.0, 0.0, 0.0], [0.0, 0.0, 0.0], [0.1, 0.0, -0.1], [0.0, 0.0, 0.0], [0.0, 0.0, 0.0], [0.0, 0.0, 0.0], [0.0, 0.0, 0.0], [0.0, 0.0, 0.0], [0.0, 0.0, 0.0], [0.0, 0.0, 0.0], [0.0, -0.1, -0.1], [0.0, 0.0, 0.0], [0.0, 0.0, 0.0], [0.0, 0.0, 0.0], [0.0, 0.0, 0.0], [0.0, 0.0, 0.0], [0.0, 0.0, 0.0], [0.0, 0.0, 0.0], [0.0, 0.0, 0.0], [0.0, 0.0, 0.0], [0.0, 0.0, 0.0], [0.0, 0.0, 0.0], [0.0, 0.0, 0.0], [0.0, 0.0, 0.0], [0.0, 0.0, 0.0], [0.0, 0.0, 0.0], [0.0, 0.0, 0.0], [0.0, 0.0, 0.0], [0.0, 0.0, 0.0], [0.0, 0.0, 0.0], [0.0, 0.0, 0.0], [0.0, 0.0, 0.0], [0.0, 0.0, 0.0], [0.0, 0.0, 0.0], [0.0, 0.0, 0.0], [0.0, 0.0, 0.0], [0.0, 0.0, 0.0], [0.0, 0.0, 0.0], [-0.1, 0.1, 0.1], [0.0, 0.0, 0.0], [0.0, 0.0, 0.0], [0.0, 0.0, 0.0], [0.0, 0.0, 0.0], [0.0, 0.0, 0.0], [0.0, 0.0, 0.0], [0.0, 0.0, 0.0], [0.0, 0.0, 0.1], [0.0, 0.0, 0.0], [0.0, 0.0, 0.0], [0.0, 0.0, 0.0], [0.0, 0.0, 0.0], [0.0, 0.0, 0.0], [0.0, 0.0, 0.0], [0.0, 0.0, 0.0], [0.0, 0.0, 0.0], [0.0, 0.0, 0.0], [0.0, 0.0, 0.0], [0.0, 0.0, 0.0], [0.0, 0.0, 0.0], [0.0, 0.0, 0.0]], "mulliken_charge": [0.68, -1.33, 0.94, -1.29, -0.08, 0.34, 0.37, -1.72, 0.29, 0.89, -0.25, -1.49, 1.05, -1.37, -0.20, -0.54, -0.77, -0.62, -0.47, 0.01, 0.45, 0.80, -0.28, -1.57, 1.00, -1.34, 0.33, -0.57, -0.86, -0.69, -1.03, 0.78, 0.09, -0.69, -0.66, -0.59, -0.61, -0.31, 0.39, 0.24, 0.28, 0.57, 0.00, 0.58, 0.39, 0.28, 0.26, 0.48, 0.44, 0.47, 0.40, 1.10, 0.57, 0.39, 0.25, 0.24, 0.42, 0.44, 0.45, 0.40, 0.67, 0.54, 0.44, 0.45, 0.42, 1.08, -0.88, 0.21, -0.85, -0.35, 0.30, -0.51, 0.50, 0.06, 0.34, 0.59, 0.17, -0.03, 0.61, 0.46, 0.05, 0.03]}